(1)
Computed, not measured: a molecular structure, C5H4O2, with ωB97M-V/def2-TZVPD.

Calculated values
HOMO-LUMO gap (spin up / spin down): 7.906 / 7.905 eV
Net charge: 0
Energy: -9341.390 eV
Lowest unoccupied orbital energy (spin up / spin down): -0.659 / -0.660 eV
Multiplicity: 1
Strongest force on any atom: 1.30 eV/Å
HOMO energy (spin up / spin down): -8.565 / -8.565 eV

Cartesian coordinates (Å):
O -0.214 2.801 -0.256
C 0.332 1.819 -0.015
C -1.506 -0.697 -0.189
C -0.277 -1.219 -0.275
C 0.956 -0.617 0.229
C 1.139 0.713 0.336
O 2.008 1.603 0.729
H -1.716 0.225 0.349
H -2.357 -1.192 -0.647
H -0.157 -2.184 -0.764
H 1.793 -1.252 0.503

Atoms 1-6, force components in eV/Å:
0.643 -1.107 0.250
-0.748 1.010 -0.344
0.116 -0.063 0.008
-0.188 0.063 -0.021
0.044 0.201 0.035
-0.108 -0.106 -0.061

(2)
Computed, not measured: C5H4O2 in the gas phase, with ωB97M-V/def2-TZVPD.

Calculated values
SMILES: O=C1C=CCC1=O
HOMO-LUMO gap: 8.710 eV
Net charge: 0
Energy: -9341.485 eV
Lowest unoccupied orbital energy: -0.906 eV
Multiplicity: 1
Strongest force on any atom: 5.93 eV/Å
HOMO energy: -9.616 eV

Cartesian coordinates (Å):
O 0.241 -0.718 2.007
C 0.058 -0.016 1.003
C 0.361 1.386 0.645
C 0.210 1.551 -0.754
C -0.435 0.428 -1.572
C -0.304 -0.718 -0.377
O -0.185 -1.959 -0.636
H 0.968 2.357 1.167
H 0.821 2.388 -1.432
H -1.526 0.793 -1.860
H -0.044 0.085 -2.502

Atoms 1-6, force components in eV/Å:
-0.588 2.389 -2.209
0.601 -2.269 1.229
1.452 3.323 -2.613
2.500 0.741 -0.347
-2.415 0.258 3.279
0.309 -3.719 -3.029

(3)
Computed, not measured: C5H4O2 in the gas phase, with ωB97M-V/def2-TZVPD.

Calculated values
SMILES: CC(=C=C=O)C=O
HOMO-LUMO gap: 7.899 eV
Net charge: 0
Energy: -9341.686 eV
Lowest unoccupied orbital energy: -1.381 eV
Multiplicity: 1
Strongest force on any atom: 4.25 eV/Å
HOMO energy: -9.280 eV

Cartesian coordinates (Å):
C 0.276 0.651 1.297
C -0.156 0.018 0.047
C 0.309 -1.059 -0.633
C 1.122 -1.917 -1.100
O 1.796 -2.575 -1.772
C -1.243 0.667 -0.707
O -1.704 1.668 -0.339
H 0.951 0.040 1.924
H -0.559 0.870 1.952
H 0.772 1.469 0.995
H -1.564 0.168 -1.664

Atoms 1-6, force components in eV/Å:
-0.718 -3.532 1.957
0.488 -2.965 -1.693
-0.785 1.921 1.958
0.161 0.276 -0.577
0.652 -0.979 -0.148
0.648 -2.465 -1.587

(4)
Computed, not measured: C5H4O2 in the gas phase, with ωB97M-V/def2-TZVPD.

Calculated values
SMILES: O=C1C=CCC1=O
HOMO-LUMO gap: 8.435 eV
Net charge: 0
Energy: -9342.058 eV
Lowest unoccupied orbital energy: -0.915 eV
Multiplicity: 1
Strongest force on any atom: 2.59 eV/Å
HOMO energy: -9.349 eV

Cartesian coordinates (Å):
O 0.170 -2.497 0.384
C 0.125 -1.300 0.297
C -0.735 -0.397 1.045
C -0.621 0.845 0.580
C 0.539 1.055 -0.351
C 0.793 -0.397 -0.795
O 1.327 -0.778 -1.793
H -1.597 -0.723 1.599
H -1.643 0.977 0.216
H 1.479 1.532 -0.040
H 0.163 1.684 -1.143

Atoms 1-6, force components in eV/Å:
0.270 0.005 -0.393
0.523 -0.748 0.504
0.702 -0.543 0.827
-0.858 -0.632 -1.383
-0.370 0.131 -0.263
0.474 -0.195 -0.094

(5)
Computed, not measured: C5H4O2 in the gas phase, with ωB97M-V/def2-TZVPD.

Calculated values
SMILES: C1=C[C@H]2[C@@H]3O[C@@]23O1
HOMO-LUMO gap: 9.708 eV
Net charge: 0
Energy: -9339.929 eV
Lowest unoccupied orbital energy: 1.023 eV
Multiplicity: 1
Strongest force on any atom: 0.38 eV/Å
HOMO energy: -8.685 eV

Cartesian coordinates (Å):
C 0.302 0.140 -1.451
C 0.655 -0.834 -0.595
C -0.191 -0.736 0.637
C 0.003 0.569 1.388
O -1.417 1.079 1.385
C -0.905 0.514 0.266
O -0.697 0.975 -1.002
H 0.661 0.377 -2.442
H 1.393 -1.598 -0.801
H -0.590 -1.622 1.133
H 0.809 1.281 1.464

Atoms 1-6, force components in eV/Å:
0.210 -0.151 0.002
0.024 0.101 -0.090
-0.151 -0.163 -0.013
0.249 0.224 0.174
-0.026 -0.066 0.097
-0.008 -0.114 -0.109

(6)
Computed, not measured: C5H4O2 in the gas phase, with ωB97M-V/def2-TZVPD.

Calculated values
SMILES: O=c1cccco1
HOMO-LUMO gap: 9.324 eV
Net charge: 0
Energy: -9342.885 eV
Lowest unoccupied orbital energy: 0.176 eV
Multiplicity: 1
Strongest force on any atom: 2.49 eV/Å
HOMO energy: -9.148 eV

Cartesian coordinates (Å):
O -0.320 2.213 1.437
C -0.097 1.223 0.797
C -0.232 1.076 -0.653
C -0.116 -0.120 -1.261
C 0.195 -1.275 -0.429
C 0.503 -1.045 0.860
O 0.381 0.115 1.495
H -0.481 1.994 -1.173
H -0.216 -0.180 -2.347
H -0.431 -2.135 -0.225
H 0.814 -1.865 1.499

Atoms 1-6, force components in eV/Å:
-0.019 -0.234 -0.237
0.070 0.567 0.128
0.022 -0.060 0.003
-0.221 0.095 0.350
-0.779 0.465 0.812
-0.017 0.111 0.302

(7)
Computed, not measured: C5H4O3 in the gas phase, with ωB97M-V/def2-TZVPD.

Calculated values
SMILES: O=C1OC=C/C1=C\O
HOMO-LUMO gap: 9.106 eV
Net charge: 0
Energy: -11388.482 eV
Lowest unoccupied orbital energy: 0.111 eV
Multiplicity: 1
Strongest force on any atom: 9.20 eV/Å
HOMO energy: -8.995 eV

Cartesian coordinates (Å):
O 0.584 2.395 0.073
C 0.655 1.161 -0.107
O 1.925 0.507 0.105
C 1.727 -0.783 0.105
C 0.453 -1.186 0.008
C -0.245 0.083 -0.099
C -1.370 0.614 -0.112
O -2.610 0.048 0.086
H 2.578 -1.587 -0.338
H 0.029 -2.281 -0.059
H -1.164 1.882 -0.071
H -2.562 -0.854 0.408

Atoms 1-6, force components in eV/Å:
0.231 -3.559 -1.306
4.364 3.384 2.733
0.484 2.656 -0.660
1.892 -5.440 -2.597
-1.088 -1.770 0.128
3.439 -3.177 -0.525

(8)
Computed, not measured: 2 unconnected molecules or ions with the total composition C5H4O3, with ωB97M-V/def2-TZVPD.

Calculated values
HOMO-LUMO gap: 9.049 eV
Net charge: 0
Energy: -11388.024 eV
Lowest unoccupied orbital energy: -0.588 eV
Multiplicity: 1
Strongest force on any atom: 6.38 eV/Å
HOMO energy: -9.637 eV

Cartesian coordinates (Å):
C 1.546 -0.011 -0.014
C 0.001 0.176 0.120
C -1.077 1.130 -0.087
C -2.262 0.502 -0.042
C -0.624 -0.968 0.221
H 1.397 1.696 0.785
H -1.219 2.339 -0.344
H -3.253 0.711 -0.087
H -0.074 -1.922 -0.168
O 2.226 1.061 -0.028
O 1.944 -1.203 -0.120
O -1.964 -0.832 -0.024

Atoms 1-6, force components in eV/Å:
-2.749 -5.721 -0.391
1.513 1.721 -0.158
-0.460 5.696 -0.513
3.920 -2.420 -0.446
-1.224 -4.161 -2.938
3.814 -2.043 -3.693

(9)
Computed, not measured: C5H4O4S in the gas phase, with ωB97M-V/def2-TZVPD.

Calculated values
HOMO-LUMO gap: 9.685 eV
Net charge: 0
Energy: -24271.576 eV
Lowest unoccupied orbital energy: 0.569 eV
Multiplicity: 1
Strongest force on any atom: 4.34 eV/Å
HOMO energy: -9.116 eV

Cartesian coordinates (Å):
C 0.424 -0.565 -0.825
C 0.883 -0.642 0.646
C 0.483 0.898 -1.258
C 0.016 -0.532 1.596
C 0.519 1.831 -0.281
O -2.781 0.389 -0.496
O -0.787 -1.216 -0.918
O -1.293 -0.337 1.404
O 0.883 2.493 0.608
S -2.082 -0.770 -0.050
H 1.199 -1.128 -1.560
H 1.833 -0.912 0.894
H 0.397 1.179 -2.334
H 0.307 -0.690 2.574

Atoms 1-6, force components in eV/Å:
4.277 0.750 -0.013
-0.867 -0.162 -3.251
-0.885 0.851 -0.229
-0.697 -0.237 -0.464
1.842 -0.917 -0.310
0.608 0.752 -0.253

Copy entry 1 word for word.
Computed, not measured: a molecular structure, C5H4O2, with ωB97M-V/def2-TZVPD.

Calculated values
HOMO-LUMO gap (spin up / spin down): 7.906 / 7.905 eV
Net charge: 0
Energy: -9341.390 eV
Lowest unoccupied orbital energy (spin up / spin down): -0.659 / -0.660 eV
Multiplicity: 1
Strongest force on any atom: 1.30 eV/Å
HOMO energy (spin up / spin down): -8.565 / -8.565 eV

Cartesian coordinates (Å):
O -0.214 2.801 -0.256
C 0.332 1.819 -0.015
C -1.506 -0.697 -0.189
C -0.277 -1.219 -0.275
C 0.956 -0.617 0.229
C 1.139 0.713 0.336
O 2.008 1.603 0.729
H -1.716 0.225 0.349
H -2.357 -1.192 -0.647
H -0.157 -2.184 -0.764
H 1.793 -1.252 0.503

Atoms 1-6, force components in eV/Å:
0.643 -1.107 0.250
-0.748 1.010 -0.344
0.116 -0.063 0.008
-0.188 0.063 -0.021
0.044 0.201 0.035
-0.108 -0.106 -0.061